Record 1
Density functional theory data (ωB97M-V/def2-TZVPD) for a structure of composition C43H55ClMgN3O2P2S in a non-equilibrium geometry.

XYZ file:
```
108
Properties=species:S:1:pos:R:3:mulliken_charge:R:1
Mg 0.188 0.211 0.163 3.74
C -1.453 1.288 -4.979 -2.01
C -1.511 0.763 -3.551 0.98
C -2.115 1.898 -2.687 -1.38
P 0.184 0.024 -2.906 1.39
C 1.602 0.621 -3.972 0.77
C 1.809 2.124 -3.743 -1.58
C 1.676 0.264 -5.455 -1.57
C 0.037 -1.764 -3.132 -0.32
C -0.321 -2.329 -4.359 0.05
C -0.332 -3.692 -4.590 0.44
C -0.706 -4.272 -5.927 -1.76
C 0.052 -4.503 -3.520 -1.05
C 0.355 -3.981 -2.283 -1.03
C 0.307 -2.590 -2.006 0.04
N 0.604 -2.076 -0.756 0.26
C 0.521 -2.844 0.375 -0.29
C -0.336 -3.940 0.611 -0.62
C -0.392 -4.550 1.852 -0.93
C 0.369 -4.116 2.933 0.10
C 0.249 -4.748 4.294 -1.78
C 1.206 -3.024 2.725 -0.36
C 1.324 -2.417 1.484 -0.55
P 2.229 -0.876 1.149 0.85
C 3.598 -1.324 -0.010 1.29
C 4.399 -2.573 0.356 -1.69
C 4.505 -0.129 -0.297 -1.64
C 2.919 -0.282 2.753 0.89
C 3.286 1.203 2.668 -1.62
C 4.051 -1.103 3.373 -1.88
H -2.450 1.632 -5.272 0.52
H -1.146 0.527 -5.696 0.30
H -0.780 2.141 -5.056 0.30
H -2.154 -0.121 -3.464 0.34
H -0.370 1.325 -1.611 -0.61
H -3.280 1.974 -0.546 0.04
H -2.341 2.882 -3.068 0.32
H 2.422 0.090 -3.474 0.28
H 1.207 2.711 -4.438 0.28
H 2.856 2.393 -3.906 0.46
H 1.530 2.437 -2.736 0.27
H 0.862 0.706 -6.025 0.22
H 1.657 -0.816 -5.605 0.37
H 2.613 0.644 -5.876 0.47
H -0.597 -1.660 -5.169 0.27
H -0.658 -3.513 -6.709 0.33
H -1.721 -4.680 -5.925 0.32
H -0.032 -5.085 -6.208 0.38
H 0.107 -5.579 -3.662 0.34
H 0.659 -4.657 -1.496 0.56
H -1.005 -4.265 -0.173 0.64
H -1.079 -5.379 1.994 0.26
H -0.492 -5.548 4.288 0.38
H -0.057 -4.014 5.045 0.34
H 1.197 -5.176 4.629 0.40
H 1.772 -2.639 3.567 0.45
H 3.027 -1.550 -0.915 0.06
H 5.134 -2.367 1.136 0.30
H 4.938 -2.937 -0.522 0.46
H 3.747 -3.376 0.703 0.31
H 5.194 0.055 0.530 0.30
H 3.934 0.786 -0.469 0.30
H 5.106 -0.321 -1.189 0.47
H 2.035 -0.347 3.402 0.44
H 4.219 1.353 2.123 0.29
H 3.422 1.608 3.675 0.47
H 2.501 1.785 2.181 0.31
H 5.003 -0.857 2.897 0.32
H 3.897 -2.178 3.275 0.39
H 4.147 -0.870 4.437 0.42
C -5.513 6.682 1.551 -1.56
C -4.264 5.843 1.497 1.22
C -4.316 4.465 1.643 -1.01
C -3.169 3.689 1.543 -0.05
C -1.925 4.276 1.338 -0.39
C -1.868 5.664 1.213 -0.72
C -3.016 6.433 1.304 -0.57
S -0.552 3.404 0.512 0.95
O -1.956 -0.241 -0.622 0.10
O 0.508 4.471 0.558 -0.89
N -0.141 2.103 1.443 -0.30
C -0.640 1.930 2.721 -1.03
C -0.773 2.910 3.683 -0.29
C -1.254 2.599 4.970 -0.88
C -1.625 1.330 5.309 -1.17
C -1.559 0.304 4.337 0.98
C -2.003 -1.017 4.573 -1.15
C -2.015 -1.914 3.550 -1.55
C -1.550 -1.511 2.281 -0.67
N -1.066 -0.319 2.038 0.49
C -1.074 0.602 3.046 0.25
H -6.406 6.060 1.484 0.35
H -5.537 7.401 0.730 0.36
H -5.568 7.247 2.484 0.30
H -5.270 3.976 1.807 0.29
H -3.245 2.620 1.693 0.36
H -0.903 6.118 1.029 0.53
H -2.941 7.511 1.202 0.35
H -0.480 3.922 3.444 0.65
H -1.320 3.392 5.705 0.40
H -1.981 1.097 6.306 0.39
H -2.351 -1.291 5.563 0.42
H -2.374 -2.925 3.685 0.57
H -1.580 -2.193 1.444 0.76
Cl -1.828 1.636 -1.069 0.12
C -2.961 -1.005 -0.761 -0.85
H -3.384 -0.974 -1.773 0.25
H -3.705 -0.865 0.038 0.13
```

Results
lowest unoccupied orbital energy (alpha / beta)	2.399 / 2.399	eV
orbital gap (alpha / beta)	5.079 / 5.078	eV
energy relative to the best compared isomer or geometry (same formula, charge and spin)	1260.5	kJ/mol
electronic energy	-3727.1704	Ha
HOMO (alpha / beta)	-2.68 / -2.68	eV
total charge	-1

=====

Record 2
Density functional theory data (ωB97M-V/def2-TZVPD) for a structure of composition C43H55CsN4OSi.

XYZ file:
```
105
Properties=species:S:1:pos:R:3:mulliken_charge:R:1
Cs -0.194 -0.801 -0.792 1.05
C -1.769 0.534 3.873 -1.61
C -0.239 0.587 3.844 3.26
C 0.284 1.418 5.016 -1.81
C 0.365 -0.809 3.790 -0.18
C 0.022 -1.689 4.809 0.02
C 0.342 -3.036 4.778 -1.78
C 1.017 -3.516 3.657 -0.13
C 1.415 -2.683 2.629 0.33
C 2.253 -3.225 1.487 2.03
C 3.727 -2.884 1.729 -1.17
C 2.102 -4.724 1.238 -2.14
C 1.148 -1.266 2.675 -0.80
N 1.614 -0.503 1.663 0.89
C 1.951 0.830 1.873 -1.30
C 1.903 1.810 0.938 -0.33
N 1.469 1.663 -0.363 1.14
C 1.193 2.773 -1.084 -0.06
C 1.469 2.744 -2.497 -0.32
C 1.377 3.885 -3.267 0.31
C 0.975 5.105 -2.728 -1.70
C 0.556 5.109 -1.407 -0.47
C 0.595 3.985 -0.585 -0.15
C -0.254 4.082 0.688 0.52
C -1.212 2.897 0.843 -1.04
C 0.434 4.402 2.024 -1.51
C 1.875 1.436 -3.144 2.61
C 3.243 1.520 -3.821 -1.57
C 0.824 0.935 -4.137 -1.83
H -2.191 1.542 3.823 0.43
H -2.138 0.057 4.785 0.36
H -2.157 -0.036 3.026 0.35
H 0.047 1.111 2.935 -1.73
H 0.047 0.944 5.974 0.39
H -0.163 2.417 5.016 0.40
H 1.368 1.527 4.957 0.36
H -0.557 -1.309 5.647 0.28
H 0.047 -3.703 5.580 0.32
H 1.249 -4.574 3.600 0.20
H 1.952 -2.721 0.565 -0.43
H 4.104 -3.464 2.577 0.47
H 3.823 -1.825 1.966 0.08
H 4.342 -3.108 0.852 0.27
H 2.518 -5.318 2.056 0.37
H 2.637 -5.003 0.327 0.44
H 1.054 -5.005 1.118 0.44
H 2.363 1.111 2.849 -0.34
H 2.321 2.779 1.221 0.37
H 1.628 3.827 -4.323 0.26
H 0.918 5.999 -3.337 0.30
H 0.116 6.017 -1.000 0.37
H -0.894 4.949 0.491 0.58
H -0.673 1.980 1.078 -0.54
H -1.794 2.737 -0.067 0.40
H -1.911 3.089 1.663 0.45
H 0.866 3.515 2.485 0.14
H -0.303 4.815 2.721 0.47
H 1.226 5.142 1.889 0.30
H 1.949 0.716 -2.327 -1.30
H 3.232 2.240 -4.644 0.38
H 3.532 0.547 -4.231 0.40
H 4.007 1.845 -3.111 0.30
H 0.746 1.606 -4.998 0.29
H -0.167 0.893 -3.680 0.49
H 1.077 -0.064 -4.505 0.39
N 2.405 -2.296 -2.301 -0.66
C 3.306 -1.732 -1.841 0.29
N 4.382 -1.140 -1.342 0.36
C 5.546 -0.970 -2.207 -0.50
C 6.766 -0.795 -1.320 -0.72
O 6.611 0.294 -0.439 -0.46
C 5.487 0.086 0.423 -0.88
C 4.199 -0.060 -0.350 0.71
H 5.424 -0.088 -2.845 0.18
H 5.652 -1.853 -2.839 0.53
H 7.647 -0.590 -1.930 0.37
H 6.935 -1.721 -0.751 0.34
H 5.420 0.954 1.075 0.30
H 5.667 -0.811 1.029 0.46
H 3.938 0.873 -0.857 0.03
H 3.366 -0.320 0.308 -0.49
C -6.736 2.223 -1.121 -0.30
C -6.899 1.628 -2.366 -0.61
C -6.136 0.521 -2.716 0.02
C -5.181 -0.027 -1.851 -0.20
C -5.037 0.599 -0.609 -0.17
C -5.801 1.701 -0.239 -0.64
Si -4.082 -1.557 -2.303 -0.35
C -5.368 -2.969 -1.993 0.23
C -5.161 -4.225 -2.583 -0.45
C -6.002 -5.302 -2.354 -0.49
C -7.092 -5.169 -1.499 -0.35
C -7.318 -3.943 -0.892 -0.64
C -6.473 -2.866 -1.139 -0.10
H -7.326 3.090 -0.845 0.35
H -7.625 2.030 -3.066 0.32
H -6.283 0.063 -3.688 0.32
H -4.298 0.215 0.089 0.46
H -5.654 2.159 0.733 0.37
H -4.277 -1.499 -3.815 -0.21
H -4.308 -4.358 -3.243 0.30
H -5.806 -6.254 -2.837 0.33
H -7.749 -6.010 -1.308 0.34
H -8.162 -3.819 -0.220 0.32
H -6.683 -1.916 -0.658 0.28
```

Results
lowest unoccupied orbital energy	3.681	eV
orbital gap	3.986	eV
energy relative to the best compared isomer or geometry (same formula, charge and spin)	0.0	kJ/mol
electronic energy	-2275.4030	Ha
HOMO	-0.31	eV
total charge	-2